# 1
The following is a DFT calculation (ωB97M-V/def2-TZVPD) of a structure of composition C13H20F2GeIrN3S2.

Properties
- LUMO (spin up / spin down): -0.31 / -1.67 eV
- Maximum force: 0.69 eV/Å
- Gap between HOMO and LUMO (spin up / spin down): 0.2129 / 0.2363 Eh
- E_HOMO (spin up / spin down): -6.10 / -8.10 eV
- 2S+1: 5

Geometry as XYZ:
```
42
Properties=species:S:1:pos:R:3:mulliken_spin:R:1
Ir -0.462 0.451 -0.348 2.153
H -2.057 2.378 0.660 -0.012
C -3.246 -1.322 -0.430 -0.022
H -5.026 -2.475 -0.658 0.009
H -3.535 -0.532 -1.111 -0.005
H -0.072 -2.993 -0.948 0.007
C -3.637 -3.365 0.754 0.002
H 0.177 -2.561 2.228 0.019
C -0.299 -1.903 1.515 0.264
H 0.640 1.117 -2.566 0.031
H -4.266 -4.213 0.987 0.000
C 3.974 2.555 1.986 0.021
F -2.941 1.773 -1.021 0.014
N -2.046 -1.189 0.139 0.218
S 1.278 1.839 0.659 0.352
N 0.335 -0.785 1.129 0.152
C -4.068 -2.396 -0.165 0.125
C 2.029 0.605 1.592 0.052
H -2.049 -3.965 2.064 0.002
H 0.481 -3.873 -2.375 0.000
C -1.606 -2.127 1.019 0.106
S 3.558 0.860 2.427 0.021
H 3.248 -0.389 -1.897 0.000
Ge 1.023 -1.405 -2.632 0.021
H 2.493 -1.238 -0.548 0.001
F -1.246 3.157 -0.983 0.016
H 3.244 3.266 2.364 -0.005
H -1.023 -2.948 -2.439 0.000
N 1.545 -0.579 1.754 0.037
H 1.953 -0.680 -4.908 -0.001
H 4.935 2.745 2.463 0.001
C -2.410 -3.233 1.355 0.085
C 1.379 -1.538 -4.558 0.026
C 2.693 -1.285 -1.620 0.005
C -0.009 -2.960 -2.036 -0.010
C 0.007 0.261 -2.308 0.231
H 0.447 -1.578 -5.122 -0.001
H 1.948 -2.442 -4.775 0.000
C -1.773 2.066 -0.350 0.056
H 4.084 2.677 0.911 -0.007
H 3.324 -2.153 -1.813 0.000
H -0.928 0.323 -2.876 0.038
```

---

# 2
The following is a DFT calculation (ωB97M-V/def2-TZVPD) of an isolated molecule of C18H12N4O10S2 at a distorted geometry.

Properties
- LUMO: -0.73 eV
- Maximum force: 13.70 eV/Å
- Gap between HOMO and LUMO: 0.3317 Eh
- E_HOMO: -9.75 eV

Geometry as XYZ:
```
46
Properties=species:S:1:pos:R:3:lowdin_charge:R:1
C 0.533 0.260 -4.345 -0.044
C 1.063 -0.652 0.295 -0.407
O -2.165 -0.726 -3.487 -0.262
C -4.422 0.732 1.926 -0.238
H -0.854 -1.685 5.264 0.140
C 0.859 1.203 0.456 -0.413
C -2.359 -1.013 3.881 -0.192
O 2.713 -0.191 3.711 -0.268
H 2.189 -2.276 5.786 0.040
C 1.671 1.458 -6.244 -0.027
O 1.110 -1.853 0.164 0.169
C -2.692 -0.311 2.705 -0.189
H -3.441 -0.738 5.692 0.110
O -0.579 -2.531 -2.628 -0.135
H -0.098 -0.224 -5.087 0.133
O 5.070 3.417 -2.863 0.085
C 1.435 1.141 -4.768 -0.211
C -1.058 -1.232 4.263 -0.004
H -1.917 0.270 0.995 0.088
O 1.649 -1.529 5.707 -0.147
N 0.853 0.179 1.401 0.159
N 3.104 2.832 -4.297 0.157
C 0.383 -0.034 -2.980 -0.121
H -1.308 -3.071 -2.285 0.107
O 0.607 2.369 0.618 0.168
C 2.213 1.895 -3.778 -0.177
S -1.110 -1.039 -2.573 0.660
H 1.133 0.690 -6.783 0.070
H 2.755 1.411 -6.374 0.078
C 4.182 3.041 -3.712 -0.129
H -3.267 -2.411 5.293 0.078
O -1.577 -0.847 -1.206 -0.294
C -3.408 -1.456 4.845 -0.026
C 2.035 1.621 -2.404 0.083
O 2.032 -2.457 3.496 -0.285
C 0.046 -0.752 3.518 -0.163
N 1.136 0.376 -0.623 0.156
N -3.956 -0.282 2.187 0.218
H -4.329 -1.457 4.349 0.053
C -1.597 0.027 1.925 0.106
C 1.165 0.622 -1.986 -0.152
C -0.228 -0.124 2.317 -0.108
H 2.530 2.256 -1.584 0.169
H 1.190 2.510 -6.404 0.130
S 1.714 -1.180 4.065 0.709
O -5.003 1.761 1.552 0.129
```

---

# 3
The following is a DFT calculation (ωB97M-V/def2-TZVPD) of a cluster of 2 separate species, C6H14N2O2 in total at a distorted geometry.

Properties
- LUMO: 0.70 eV
- SMILES: CNC(C)=O.CNC(C)=O
- Maximum force: 9.67 eV/Å
- Gap between HOMO and LUMO: 0.3781 Eh
- E_HOMO: -9.59 eV

Geometry as XYZ:
```
24
Properties=species:S:1:pos:R:3:lowdin_charge:R:1
O -2.399 0.062 -0.273 0.095
N -1.451 -1.692 0.898 0.053
H 0.121 1.309 -0.858 0.146
H -1.707 -0.758 2.853 0.100
H -0.755 -2.187 0.661 0.015
H 2.701 -1.436 -0.476 0.109
H 1.424 3.577 -0.603 0.075
C 1.871 -0.741 -0.779 0.001
C -1.029 -0.726 1.967 -0.036
H -0.801 0.192 1.488 0.049
C 1.071 2.943 0.152 -0.039
H -0.112 -1.136 2.285 0.063
H 1.881 2.876 0.847 0.082
H 0.910 -1.058 -0.912 0.008
N 0.937 1.556 -0.271 0.013
H -1.504 -1.684 -2.217 0.104
H 2.247 -0.902 -1.787 0.075
O 3.144 1.014 0.205 -0.010
C 2.000 0.712 -0.235 -0.480
H -2.249 -2.941 -1.138 0.035
H -3.169 -1.881 -1.779 0.096
C -2.021 -1.050 -0.199 -0.588
C -2.157 -1.963 -1.363 -0.006
H 0.239 3.321 0.538 0.041
```

---

# 4
The following is a DFT calculation (ωB97M-V/def2-TZVPD) of an isolated molecule of C4H10N2O.

Properties
- LUMO: 0.89 eV
- SMILES: CNCC(=O)NC
- Maximum force: 0.85 eV/Å
- Gap between HOMO and LUMO: 0.3533 Eh
- E_HOMO: -8.73 eV

Geometry as XYZ:
```
17
Properties=species:S:1:pos:R:3:lowdin_charge:R:1
H 0.048 -1.475 0.765 0.131
H 2.111 -0.463 -1.033 0.104
H 3.536 -0.200 0.818 0.074
H -2.171 1.301 0.125 0.127
O 0.165 1.559 -0.153 0.070
H -0.045 -1.389 -0.928 0.116
C -2.499 -0.548 -0.769 -0.097
N 1.788 -0.817 -0.141 -0.117
H -3.565 -0.394 -0.598 0.084
C 2.465 -0.048 0.920 -0.117
H -2.279 -0.409 -1.828 0.087
C -0.384 0.487 -0.021 -0.483
H -2.278 -1.580 -0.512 0.074
C 0.354 -0.835 -0.073 -0.186
N -1.760 0.378 0.081 -0.007
H 2.190 1.000 0.879 0.061
H 2.182 -0.475 1.883 0.078
```

---

| no. | total energy (hartree) |
| --- | --- |
| 1 | -3848.83680 |
| 2 | -2460.81608 |
| 3 | -496.95282 |
| 4 | -343.15301 |